No. 1
The following is a quantum chemistry calculation of the molecule C11H23N5O3, from the Open Molecules 2025 dataset.

Last column: Löwdin charge in e.
Geometry (Å):
O1 1.677 1.480 -1.690  0.07
O2 -0.545 -1.894 -3.310  0.13
O3 -2.514 -2.028 -2.337  0.09
N1 -2.307 2.641 2.443  0.11
N2 -3.520 1.906 0.752  0.01
N3 0.046 -0.002 -1.473  0.11
N4 3.451 -0.693 -1.946  0.08
N5 -4.650 3.157 2.399  0.11
C1 4.098 0.124 0.770  -0.07
C2 -0.583 -1.249 -1.018  -0.16
C3 -1.378 -1.094 0.310  -0.13
C4 -1.433 0.289 1.010  -0.17
C5 2.659 -1.911 1.071  -0.08
C6 -1.335 -1.694 -2.282  -0.48
C7 -2.414 1.189 0.111  -0.16
C8 2.353 -0.756 -1.055  -0.29
C9 2.782 -0.594 0.441  -0.41
C10 1.334 0.333 -1.442  -0.44
C11 -3.426 2.607 1.855  -0.61
H1 -0.399 0.686 1.024  0.10
H2 -4.501 2.050 0.185  0.21
H3 3.561 -1.473 -2.520  0.06
H4 2.066 -1.778 -1.135  0.11
H5 2.916 -1.924 2.082  0.07
H6 4.152 1.202 0.378  0.11
H7 0.280 -1.903 -0.917  0.13
H8 -5.304 2.516 2.671  0.03
H9 1.687 -2.401 0.875  0.08
H10 3.253 -2.561 0.427  0.09
H11 -1.122 -2.312 -3.980  0.15
H12 -1.115 -1.863 1.003  0.10
H13 2.090 0.050 0.899  0.10
H14 -1.561 1.768 -0.255  0.10
H15 -4.327 3.797 3.164  0.10
H16 -2.720 0.591 -0.772  0.12
H17 -0.521 0.793 -1.784  0.16
H18 -1.699 0.085 2.020  0.10
H19 -2.460 -1.261 0.291  0.11
H20 -1.429 2.359 2.024  0.02
H21 4.837 -0.480 0.238  0.06
H22 4.493 0.016 1.821  0.09
H23 3.530 0.233 -2.348  0.09

Computed properties:
spin multiplicity	1
highest occupied orbital energy	-8.80	eV
charge	0
LUMO	0.014	Eh

---

No. 2
The following is a quantum chemistry calculation of a 2-piece molecular cluster, CH7OS2 overall, from the Open Molecules 2025 dataset.

Last column: Löwdin charge in e.
Geometry (Å):
S1 -0.801 -2.187 -0.108  0.54
S2 -0.461 -0.582 -1.313  0.71
O1 1.422 0.158 0.787  -0.11
C1 -1.091 0.848 -0.464  -0.36
H1 -2.164 1.034 -0.522  0.08
H2 -0.755 1.090 0.535  0.05
H3 1.362 0.665 1.605  0.07
H4 0.868 -0.314 -1.477  0.01
H5 -0.596 1.692 -0.972  0.08
H6 -0.040 -2.099 0.980  -0.14
H7 2.256 -0.305 0.949  0.08

Computed properties:
spin multiplicity	1
highest occupied orbital energy	-15.29	eV
charge	+1
LUMO	-0.169	Eh

---

No. 3
The following is a quantum chemistry calculation of the molecule C5H8N2, from the Open Molecules 2025 dataset.

Last column: Löwdin charge in e.
Geometry (Å):
N1 -2.446 -1.634 1.394  0.15
N2 0.013 0.608 0.500  -0.09
C1 -1.796 -1.010 0.667  -0.17
C2 0.058 2.035 0.262  -0.09
C3 0.426 -0.316 -0.526  -0.30
C4 1.213 -1.543 -0.149  -0.04
C5 -1.023 -0.133 -0.192  -0.25
H1 -0.681 2.520 0.904  0.09
H2 2.281 -1.315 -0.060  0.08
H3 1.094 -2.311 -0.921  0.08
H4 -0.147 2.325 -0.781  0.08
H5 1.043 2.409 0.545  0.08
H6 0.867 -1.952 0.803  0.08
H7 0.695 0.126 -1.491  0.14
H8 -1.626 0.365 -0.953  0.14

Computed properties:
spin multiplicity	1
highest occupied orbital energy	-9.96	eV
charge	0
LUMO	0.033	Eh

---

No. 4
The following is a quantum chemistry calculation of the molecule C3H3Cl2NS, from the Open Molecules 2025 dataset.

Last column: Löwdin charge in e.
Geometry (Å):
Cl1 0.779 1.589 1.254  0.70
Cl2 -0.508 -2.192 -0.567  0.66
S1 -2.281 1.355 -0.987  0.73
N1 1.615 -0.993 0.566  0.10
C1 -0.726 1.040 -0.788  -0.75
C2 -0.208 0.369 0.499  -0.83
C3 0.466 -0.945 0.230  -0.85
H1 -1.197 0.264 0.936  0.06
H2 2.048 -1.932 0.430  0.10
H3 0.013 1.445 -1.573  0.09

Computed properties:
spin multiplicity	1
highest occupied orbital energy	-9.20	eV
charge	0
LUMO	-0.024	Eh

---

No. 5
The following is a quantum chemistry calculation of the molecule C4H5NO2, from the Open Molecules 2025 dataset.

Last column: Löwdin charge in e.
Geometry (Å):
O1 -0.525 1.769 -1.460  -0.03
O2 -1.425 2.824 0.669  0.02
N1 -1.611 1.611 0.638  0.04
C1 -0.990 0.912 -0.465  -0.47
C2 0.689 -0.905 0.411  -0.06
C3 -0.064 -0.139 -0.129  0.05
C4 1.523 -2.057 0.570  -0.10
H1 -0.740 2.662 -0.966  0.12
H2 1.091 -2.699 1.282  0.06
H3 2.632 -1.868 0.723  0.11
H4 -1.978 0.472 -0.897  0.19
H5 1.399 -2.582 -0.379  0.09

Computed properties:
spin multiplicity	1
highest occupied orbital energy	-9.90	eV
charge	0
LUMO	-0.025	Eh

---

No. 6
The following is a quantum chemistry calculation of the molecule C4H7NO, from the Open Molecules 2025 dataset.

Last column: Löwdin charge in e.
Geometry (Å):
O1 -0.549 1.946 0.805  0.05
N1 0.884 0.778 -0.523  -0.02
C1 -1.167 -0.254 0.138  -0.10
C2 -0.245 0.890 0.269  -0.52
C3 1.711 -0.379 -0.797  -0.09
C4 -2.050 -0.537 1.100  0.05
H1 -2.185 0.126 1.952  0.08
H2 1.346 1.676 -0.622  0.14
H3 2.651 -0.268 -0.250  0.08
H4 1.929 -0.385 -1.868  0.08
H5 -0.867 -0.869 -0.745  0.11
H6 1.223 -1.308 -0.502  0.08
H7 -2.684 -1.415 1.042  0.06

Computed properties:
spin multiplicity	1
highest occupied orbital energy	-9.50	eV
charge	0
LUMO	0.028	Eh

---

Q: Which of these has the lowest LUMO?
A: CH7OS2

---

Q: highest occupied orbital energy of number 6 (C4H7NO)?
A: -9.50 eV

---

Q: Which of these has the lowest highest occupied orbital energy?
A: CH7OS2

---

What did the fifth record say?
The following is a quantum chemistry calculation of the molecule C4H5NO2, from the Open Molecules 2025 dataset.

Last column: Löwdin charge in e.
Geometry (Å):
O1 -0.525 1.769 -1.460  -0.03
O2 -1.425 2.824 0.669  0.02
N1 -1.611 1.611 0.638  0.04
C1 -0.990 0.912 -0.465  -0.47
C2 0.689 -0.905 0.411  -0.06
C3 -0.064 -0.139 -0.129  0.05
C4 1.523 -2.057 0.570  -0.10
H1 -0.740 2.662 -0.966  0.12
H2 1.091 -2.699 1.282  0.06
H3 2.632 -1.868 0.723  0.11
H4 -1.978 0.472 -0.897  0.19
H5 1.399 -2.582 -0.379  0.09

Computed properties:
spin multiplicity	1
highest occupied orbital energy	-9.90	eV
charge	0
LUMO	-0.025	Eh